Computed, not measured: C4H7NO in the gas phase in a non-equilibrium geometry, with wB97M-V/def2-TZVPD.

For the HOMO energy (spin up / spin down), the calculation gives -7.30 / -8.35 eV. For the strongest force on any atom, the calculation gives 1.15 eV/Å. The value obtained for the energy is -7793.5657 eV. The net charge is 0.

Each line ends with the Löwdin charge.
Cartesian coordinates (Å):
1 C 0.42281 0.99243 0.85953  -0.050
2 C 0.67418 -1.17144 0.36098  -0.080
3 O -0.60540 -1.36501 0.18757  -0.116
4 C -1.11026 -0.47902 -0.81039  -0.119
5 C -0.24596 0.80906 -0.82070  -0.440
6 N 0.07992 1.54668 -1.69994  0.142
7 H -0.00644 0.47521 1.71715  0.054
8 H 1.50742 1.08145 0.90720  0.063
9 H 0.00794 2.00909 0.90099  0.065
10 H 1.09082 -1.60708 1.27170  0.116
11 H 1.32663 -1.00614 -0.49487  0.111
12 H -2.17135 -0.34208 -0.59715  0.129
13 H -0.97030 -0.94314 -1.78206  0.125